{"formula": "C5H12NO", "method": "wB97M-V/def2-TZVPD", "s2": 0.7510, "charge": -2, "multiplicity": 2, "de_lowest_kj_mol": 102.92, "elements": ["C", "C", "C", "N", "C", "C", "O", "H", "H", "H", "H", "H", "H", "H", "H", "H", "H", "H", "H"], "xyz": [[-0.977861, 1.653142, -0.074478], [-2.505868, 1.373316, 0.109801], [-0.119055, 0.468346, 0.366029], [0.003577, -0.624773, -0.705703], [1.460646, -1.041035, -0.853886], [2.012869, -1.823639, 0.363340], [3.334774, -2.035689, 0.259994], [-0.581109, 2.067117, -1.030922], [-0.752553, 2.534736, 0.524636], [-2.713258, 0.848651, 1.055023], [-3.012451, 2.275244, -0.269279], [-2.737817, 0.573863, -0.603665], [-0.406273, 0.068993, 1.386048], [0.929012, 0.789246, 0.580753], [-0.503964, -1.342444, -0.163277], [1.866801, -0.012916, -0.868614], [1.731056, -1.619805, -1.733299], [1.591805, -1.361870, 1.329250], [1.379661, -2.790488, 0.328248]], "atomic_forces_ev_per_a": [[0.1, 0.1, 0.8], [1.6, -0.3, -2.0], [1.6, -0.1, -0.1], [-0.5, -0.3, 1.8], [-1.2, 1.6, 1.8], [-0.3, -0.6, -0.3], [-0.1, 0.1, 0.5], [-0.9, -0.9, 0.0], [0.1, 0.0, 0.8], [-0.2, 1.0, 0.1], [-0.7, -0.3, 0.9], [-0.3, 0.0, -0.2], [-0.3, 0.3, -1.2], [-0.6, 0.2, -0.3], [0.4, -0.4, -1.1], [0.9, -0.7, -0.4], [-0.4, 0.2, -0.4], [0.6, 0.1, -0.6], [0.2, 0.2, 0.0]]}